Entry 1:
DFT (the ωB97M-V functional and the def2-TZVPD basis) results for one molecule with the formula C3H3Cl2F.

Structure (XYZ):
```
9
Properties=species:S:1:pos:R:3:forces:R:3:lowdin_charge:R:1
F -1.295 0.866 2.452 0.281 -0.309 -0.438 -0.06
C -1.087 -0.351 1.789 1.256 -1.112 1.166 -0.23
C 0.193 -0.380 1.018 2.392 1.784 -1.760 -0.18
C 0.360 -0.186 -0.349 -0.335 -0.226 2.980 -1.11
Cl -0.972 -0.131 -1.455 0.468 -0.051 0.170 0.64
Cl 1.946 0.110 -1.024 -0.841 -0.314 0.167 0.60
H -0.990 -1.142 2.598 -0.569 0.852 -0.983 0.14
H -1.878 -0.519 1.104 -1.147 -0.234 -0.268 0.07
H 1.157 -0.270 1.631 -1.505 -0.390 -1.035 0.13
```
Forces are in eV/Å.

- SMILES: FCC=C(Cl)Cl
- Multiplicity: 1
- LUMO level: 0.4 eV
- HOMO-LUMO gap: 10.216 eV

Entry 2:
DFT (the ωB97M-V functional and the def2-TZVPD basis) results for a 2-piece molecular cluster, C3H3Cl2N3 overall.

Structure (XYZ):
```
11
Properties=species:S:1:pos:R:3:forces:R:3:lowdin_charge:R:1
C -0.825 -0.219 0.049 0.461 -1.962 -0.121 -1.20
C -0.004 -1.428 0.599 0.732 1.055 0.076 -0.17
C 0.290 0.611 -0.584 -2.060 2.391 0.962 -0.56
H -0.435 -2.159 1.285 0.351 -0.049 -0.579 0.11
H 2.552 0.573 0.066 -4.710 -2.664 -1.920 0.33
H -0.777 2.191 -0.863 1.505 -0.703 -0.366 0.06
N 1.276 -1.230 0.392 -3.529 -2.078 1.727 0.02
N 1.371 -0.131 -0.309 8.434 4.665 -0.657 -0.07
N 0.223 1.843 -0.951 -0.804 -1.150 0.238 0.13
Cl -2.125 -0.706 -1.029 0.011 -0.221 -0.635 0.64
Cl -1.547 0.656 1.344 -0.391 0.716 1.275 0.69
```
Forces are in eV/Å.

- Multiplicity: 1
- LUMO level: -0.2 eV
- HOMO-LUMO gap: 9.008 eV

Entry 3:
DFT (the ωB97M-V functional and the def2-TZVPD basis) results for a 2-piece molecular cluster, C3H3Cl2N3 overall.

Structure (XYZ):
```
11
Properties=species:S:1:pos:R:3:forces:R:3:lowdin_charge:R:1
C 1.775 -0.239 -0.186 -0.475 0.018 0.051 -0.17
C 0.490 0.176 -0.443 0.158 -0.124 0.169 -0.15
C -2.333 -0.348 0.707 3.534 -0.255 -0.240 -1.02
N 1.723 -1.085 0.868 1.535 -0.261 -0.001 -0.03
N 0.506 -1.212 1.266 -0.750 -0.378 0.607 -0.07
N -0.229 -0.466 0.497 -3.944 0.763 -0.174 -0.11
Cl -2.920 -1.453 -0.433 -0.091 0.000 0.033 0.67
Cl -2.659 1.296 0.447 -0.068 -0.032 0.016 0.66
H 2.699 0.001 -0.669 0.170 0.061 -0.103 0.08
H 0.052 0.837 -1.159 -0.101 0.173 -0.207 0.09
H -2.342 -0.678 1.740 0.032 0.035 -0.152 0.05
```
Forces are in eV/Å.

- Multiplicity: 1
- LUMO level: -1.1 eV
- HOMO-LUMO gap: 8.313 eV

Entry 4:
DFT (the ωB97M-V functional and the def2-TZVPD basis) results for a 2-piece molecular cluster, C3H3Cl2NO overall.

Structure (XYZ):
```
10
Properties=species:S:1:pos:R:3:forces:R:3:lowdin_charge:R:1
O -2.255 -1.953 0.251 0.415 0.521 -0.821 0.06
C -2.171 -0.788 0.008 -0.879 -0.362 2.145 -0.88
Cl -3.536 0.112 -0.605 -0.458 -0.006 -0.701 0.67
C -1.118 0.093 0.629 -1.118 0.723 2.346 -0.65
Cl -0.870 1.614 -0.178 0.825 0.310 -0.581 0.57
H -1.407 0.455 1.695 -0.332 -1.081 -1.743 0.12
H -0.312 -0.561 0.845 1.391 -0.019 -0.536 0.03
C 1.596 -0.466 -1.710 -0.584 -1.220 1.687 -0.05
N 1.350 -1.007 -0.711 0.697 1.059 -1.975 0.07
H 1.778 -0.041 -2.677 0.044 0.075 0.180 0.06
```
Forces are in eV/Å.

- SMILES: O=C(Cl)CCl.C#N
- Multiplicity: 1
- LUMO level: 0.2 eV
- HOMO-LUMO gap: 10.912 eV

Entry 5:
DFT (the ωB97M-V functional and the def2-TZVPD basis) results for one molecule with the formula C3H3Cl2NO.

Structure (XYZ):
```
10
Properties=species:S:1:pos:R:3:forces:R:3:lowdin_charge:R:1
O 0.109 2.172 -2.430 -1.132 -1.391 0.361 0.05
C -0.330 1.123 -2.016 1.081 1.964 -0.977 -0.86
Cl -1.442 0.085 -2.953 0.225 0.346 0.344 0.65
N 0.118 0.522 -0.900 -1.023 -1.880 2.149 -0.12
C -0.437 -0.518 0.147 1.230 3.516 -2.374 0.01
C 0.427 0.862 0.413 -0.559 -1.789 0.344 -0.61
Cl -0.564 2.075 1.206 -0.455 0.354 0.017 0.64
H -0.336 -1.469 -0.364 1.063 -0.404 1.151 0.09
H -1.424 -0.284 0.487 -0.640 0.038 -0.080 0.06
H 1.394 1.009 0.895 0.210 -0.754 -0.935 0.09
```
Forces are in eV/Å.

- SMILES: O=C(Cl)N1C[C@@H]1Cl
- Multiplicity: 1
- LUMO level: 0.6 eV
- HOMO-LUMO gap: 11.320 eV

Entry 6:
DFT (the ωB97M-V functional and the def2-TZVPD basis) results for C3H3Cl2NO as an isolated structure.

Structure (XYZ):
```
10
Properties=species:S:1:pos:R:3:forces:R:3:lowdin_charge:R:1
C 1.527 -0.131 -0.527 2.377 -0.076 1.099 -0.19
C -0.285 1.280 0.017 -2.123 0.580 0.439 -0.43
C -1.164 -0.621 0.590 0.758 2.171 -5.030 -0.97
N 0.882 0.948 -0.334 -0.386 -0.284 0.009 0.03
O -0.961 2.265 0.095 0.250 -1.310 0.120 0.07
Cl 0.021 -1.758 0.164 -0.434 -0.558 0.320 0.77
Cl -2.640 -0.565 -0.388 0.709 -0.334 0.837 0.56
H 1.443 -0.693 -1.455 0.707 0.298 -0.027 0.07
H 2.362 -0.221 0.263 -0.878 -0.794 -1.761 0.12
H -1.185 -0.505 1.575 -0.979 0.306 3.995 -0.02
```
Forces are in eV/Å.

- Multiplicity: 1
- LUMO level (spin up / spin down): 0.0 / 0.0 eV
- HOMO-LUMO gap (spin up / spin down): 8.867 / 8.866 eV

Entry 7:
DFT (the ωB97M-V functional and the def2-TZVPD basis) results for a 2-piece molecular cluster, C3H3Cl2NO overall.

Structure (XYZ):
```
10
Properties=species:S:1:pos:R:3:forces:R:3:lowdin_charge:R:1
O 1.386 -0.480 -2.180 3.473 -0.419 -2.340 -0.04
N 0.281 -0.118 -1.639 -2.054 0.056 1.560 -0.10
C -0.121 -0.607 -0.564 0.495 -1.996 0.760 -0.54
Cl 0.702 -1.926 0.445 -0.219 1.092 -1.149 0.51
H 1.962 -1.149 -1.743 -1.030 0.212 0.626 0.10
H -1.059 -0.427 -0.118 -0.594 0.433 -0.136 0.03
C -1.125 0.769 1.948 -1.753 -2.669 1.218 0.01
C -0.473 1.442 1.219 -0.210 0.828 0.459 -0.81
Cl 0.182 2.580 0.306 0.851 0.966 -0.792 0.77
H -1.736 -0.085 2.326 1.041 1.497 -0.205 0.08
```
Forces are in eV/Å.

- SMILES: O/N=C\Cl.C#CCl
- Multiplicity: 1
- LUMO level: 0.6 eV
- HOMO-LUMO gap: 10.685 eV

Entry 8:
DFT (the ωB97M-V functional and the def2-TZVPD basis) results for a 2-piece molecular cluster, C3H3Cl2NS overall.

Structure (XYZ):
```
10
Properties=species:S:1:pos:R:3:forces:R:3:lowdin_charge:R:1
Cl -2.942 -2.188 0.330 -0.176 0.273 -0.110 0.73
C -3.466 -0.710 -0.161 -0.078 -0.660 0.287 -0.66
C -3.964 0.342 -0.465 0.456 0.671 -0.169 -0.61
S -4.319 1.899 -0.991 -0.187 -0.069 0.129 0.47
Cl -3.582 3.078 0.520 -0.060 -0.232 -0.131 0.11
C 0.576 -1.778 0.037 -0.638 4.232 0.668 -0.17
N 1.761 -1.578 -0.341 0.141 -2.773 -0.412 0.01
H -0.017 -0.810 0.307 0.268 -1.701 -0.375 0.08
H 0.018 -2.691 0.196 0.682 -0.530 -0.205 0.03
H 2.091 -0.644 -0.468 -0.407 0.788 0.317 0.03
```
Forces are in eV/Å.

- SMILES: ClC#CSCl.C=N
- Multiplicity: 1
- LUMO level: -0.8 eV
- HOMO-LUMO gap: 8.344 eV

Entry 9:
DFT (the ωB97M-V functional and the def2-TZVPD basis) results for one molecule with the formula C3H3Cl2NS.

Structure (XYZ):
```
10
Properties=species:S:1:pos:R:3:forces:R:3:lowdin_charge:R:1
Cl -2.655 1.130 0.407 0.124 0.806 0.298 0.55
C -1.436 0.097 -0.391 -0.139 -0.313 -0.124 -0.99
N -0.876 -0.739 0.667 2.317 0.551 -0.797 -0.04
C 0.424 -0.641 0.800 -2.592 0.289 -0.922 -0.18
C 1.293 0.165 -0.218 0.399 -1.308 -0.263 -0.83
Cl 2.878 1.161 0.390 -2.451 -0.900 -0.341 0.40
S 0.008 0.921 -1.221 -0.536 0.806 -0.222 0.84
H -2.182 -0.363 -1.123 1.986 -0.173 0.692 0.08
H 0.725 -1.221 1.637 1.275 -0.210 0.467 0.10
H 1.822 -0.510 -0.947 -0.383 0.451 1.213 0.06
```
Forces are in eV/Å.

- SMILES: Cl[C@@H]1N=C[C@H](Cl)S1
- Multiplicity: 1
- LUMO level: -0.4 eV
- HOMO-LUMO gap: 9.373 eV

Entry 10:
DFT (the ωB97M-V functional and the def2-TZVPD basis) results for a 2-piece molecular cluster, C3H3Cl2NS overall.

Structure (XYZ):
```
10
Properties=species:S:1:pos:R:3:forces:R:3:lowdin_charge:R:1
S 0.345 0.631 -2.716 0.481 0.103 -0.356 0.45
N -0.546 -0.391 -1.745 -1.549 -0.491 1.418 -0.61
C -0.193 -1.075 -0.680 0.762 -0.065 -0.916 -1.29
Cl -1.267 -1.869 0.366 -0.575 0.070 -0.292 0.69
Cl 1.450 -1.343 -0.282 -0.399 0.251 -0.591 0.68
H -1.581 -0.353 -1.941 1.335 -0.315 0.543 0.11
C 0.413 1.181 1.095 -0.101 -0.076 3.014 -0.08
C 0.648 1.052 2.278 0.591 -0.174 0.774 0.01
H -0.200 1.267 0.261 -0.103 0.347 -1.393 -0.01
H 0.932 0.901 3.364 -0.443 0.350 -2.201 0.06
```
Forces are in eV/Å.

- SMILES: [S-][NH+]=C(Cl)Cl.C#C
- Multiplicity: 1
- LUMO level (spin up / spin down): -0.4 / -0.4 eV
- HOMO-LUMO gap (spin up / spin down): 7.864 / 7.862 eV

For the records above, the corresponding total energy values read -1136.320387; -1200.641412; -1200.646766; -1166.454407; -1166.420244; -1166.367163; -1166.313998; -1489.307560; -1489.385550; -1489.291109 Eh.
For the records above, the corresponding largest force on an atom values read 3.46; 9.66; 4.02; 2.70; 4.42; 5.53; 4.21; 4.33; 2.77; 3.02 eV/A.
For the records above, the corresponding energy above the lowest of the compared OMol25 structures with the same formula, charge and spin values read 44.6; 331.1; 317.0; 82.9; 172.6; 312.0; 451.6; 279.2; 74.4; 322.3 kJ/mol.